This record from the OMol25 dataset describes a molecular structure, C40H45Cl4CsN4O4S in a non-equilibrium geometry. The level of theory is ωB97M-V/def2-TZVPD.

Positions of all 99 atoms, in Å:
Cs1 -1.8970 1.3030 -0.2159
C1 -0.2329 -0.2470 4.3795
C2 1.1871 -0.5800 3.8345
N1 1.2063 -1.2579 2.5601
C3 1.0276 -2.6860 2.5512
C4 -0.2282 -3.3067 3.1882
S1 -1.8111 -2.9152 2.3376
C5 -2.7143 -1.9478 3.5994
C6 -2.5237 -0.4362 3.4725
N2 -1.1371 -0.1071 3.2693
H1 -0.1587 0.6559 5.0163
H2 -0.5891 -1.0534 5.0276
H3 1.7497 -1.1774 4.5616
H4 1.7258 0.3651 3.6976
H5 0.5135 -0.8221 1.9547
H6 1.8984 -3.1293 3.0630
H7 1.0416 -2.9965 1.5052
H8 -0.3343 -3.0350 4.2344
H9 -0.1272 -4.3921 3.1203
H10 -2.3943 -2.3290 4.5723
H11 -3.7655 -2.1973 3.4614
H12 -2.9657 0.0366 4.3728
H13 -3.0773 -0.0850 2.6006
H14 -1.0331 0.7811 2.7936
C7 0.7365 4.4606 2.6090
C8 0.0387 3.8142 1.4149
O1 -0.2310 2.6171 1.4831
C9 -0.2409 4.6643 0.2902
C10 -0.3056 6.0581 0.4248
C11 -0.5857 6.8851 -0.6310
C12 -0.7685 6.3242 -1.9024
C13 -0.6809 4.9794 -2.0865
C14 -0.4400 4.0577 -1.0092
O2 -0.3746 2.8292 -1.2233
H15 1.1308 3.6762 3.2518
H16 0.0161 5.0505 3.1742
H17 1.5435 5.1089 2.2828
H18 -0.1708 6.4995 1.4040
H19 -0.6678 7.9557 -0.4867
H20 -0.9889 6.9746 -2.7428
H21 -0.8193 4.5410 -3.0652
C15 2.9626 1.3532 1.0789
C16 2.9182 2.1288 -0.2001
C17 3.2613 3.4701 -0.2195
C18 3.1595 4.2230 -1.3735
C19 2.6901 3.6292 -2.5287
C20 2.3569 2.2878 -2.5529
C21 1.8228 1.6547 -3.8018
C22 2.4783 1.5221 -1.3817
N3 2.0713 0.2035 -1.4156
C23 2.7790 -0.7714 -1.8039
C24 4.2506 -0.6727 -2.1670
C25 2.1618 -2.0974 -1.9713
C26 2.4209 -2.7701 -3.3058
N4 1.4672 -2.6096 -1.0415
C27 0.8390 -3.8397 -1.1015
C28 -0.5029 -3.9302 -1.5052
C29 -1.2316 -2.7234 -1.9855
C30 -1.1255 -5.1678 -1.4503
C31 -0.4518 -6.2995 -1.0241
C32 0.8721 -6.2009 -0.6327
C33 1.5266 -4.9793 -0.6627
C34 2.9639 -4.8606 -0.2361
H22 3.7087 1.7683 1.7528
H23 3.1724 0.3024 0.9061
H24 1.9858 1.4155 1.5506
H25 3.6107 3.9342 0.6945
H26 3.4296 5.2685 -1.3732
H27 2.5691 4.2174 -3.4272
H28 1.7571 2.3934 -4.6004
H29 0.8282 1.2567 -3.5973
H30 2.4602 0.8326 -4.1376
H31 4.6468 0.2811 -1.8248
H32 4.3984 -0.7440 -3.2435
H33 4.7991 -1.4832 -1.6885
H34 2.2412 -2.0744 -4.1243
H35 1.7579 -3.6264 -3.4190
H36 3.4527 -3.1174 -3.3667
H37 -0.5628 -2.0178 -2.4709
H38 -1.6968 -2.1958 -1.1524
H39 -2.0229 -2.9956 -2.6784
H40 -2.1620 -5.2382 -1.7429
H41 -0.9565 -7.2577 -1.0026
H42 1.4118 -7.0805 -0.2997
H43 3.2788 -5.7534 0.2985
H44 3.0877 -3.9960 0.4103
H45 3.6194 -4.7292 -1.0984
Cl1 -8.9290 0.6828 -0.4530
C35 -7.2372 0.4159 -0.7201
C36 -6.8076 -0.1878 -1.8840
Cl2 -7.9496 -0.6363 -3.1081
C37 -5.4481 -0.4196 -2.0670
Cl3 -4.9020 -1.1832 -3.5244
C38 -4.4604 -0.0962 -1.1261
O3 -3.2343 -0.3578 -1.2922
C39 -4.9097 0.5914 0.0913
O4 -4.0571 0.9557 0.9569
C40 -6.2886 0.7995 0.2266
Cl4 -6.8335 1.5890 1.6724

Summary:
energy above the lowest of the compared OMol25 structures with the same formula, charge and spin: 58.34 kcal per mole
net charge: -2
frontier orbital gap: 3.9 eV

This record from the OMol25 dataset describes a molecular structure, C40H45F4N8PbSSi in a non-equilibrium geometry. The level of theory is ωB97M-V/def2-TZVPD.

Positions of all 100 atoms, in Å:
Pb1 -0.0561 0.1580 0.3206
C1 -0.8623 -3.0890 -2.4971
C2 0.2747 -2.1172 -2.4124
C3 0.2423 -0.9115 -3.1331
C4 -0.9738 -0.5978 -3.9616
C5 1.3348 -0.0428 -3.0711
C6 1.3768 1.2345 -3.8677
C7 2.4472 -0.3691 -2.2800
C8 3.5856 0.6035 -2.1523
C9 2.5055 -1.5991 -1.6131
C10 3.7803 -2.0438 -0.9452
C11 1.3902 -2.4394 -1.6247
C12 1.3783 -3.6979 -0.8042
H1 -1.5499 -2.9239 -1.6635
H2 -0.5083 -4.1131 -2.4375
H3 -1.4162 -2.9878 -3.4231
H4 -1.8773 -0.8803 -3.4293
H5 -0.9480 -1.1440 -4.9056
H6 -1.0538 0.4593 -4.1883
H7 1.1341 2.0868 -3.2315
H8 0.6804 1.2174 -4.6982
H9 2.3673 1.3934 -4.2853
H10 3.2324 1.6288 -2.2133
H11 4.3150 0.4504 -2.9489
H12 4.0931 0.4834 -1.2001
H13 3.7978 -1.7747 0.1112
H14 4.6474 -1.5975 -1.4232
H15 3.8922 -3.1220 -1.0222
H16 0.3843 -3.8698 -0.4002
H17 2.0713 -3.6254 0.0279
H18 1.6576 -4.5650 -1.4047
N1 0.3491 2.5172 1.3161
C13 0.3323 2.5759 2.7743
C14 -0.8299 1.7266 3.2760
N2 -0.6208 0.3513 2.8329
H19 1.2066 2.9114 0.9487
H20 -0.4186 3.0601 0.9373
H21 0.2339 3.6001 3.1507
H22 1.2683 2.1534 3.1473
H23 -1.7592 2.0890 2.8299
H24 -0.9064 1.8129 4.3658
H25 -1.4278 -0.2275 3.0376
H26 0.1732 -0.0515 3.3182
C15 -5.8841 -2.0275 3.3701
Si1 -5.1856 -2.4900 1.6517
C16 -6.6337 -2.8738 0.4752
C17 -3.9998 -3.9634 1.8281
C18 -4.3599 -0.8581 1.0620
C19 -5.1664 0.2676 0.9707
C20 -4.6399 1.5205 0.6909
C21 -3.2741 1.6285 0.5288
N3 -2.4789 0.5745 0.5939
C22 -2.9967 -0.6439 0.8191
S1 -1.8026 -1.8930 0.7898
H27 -6.4372 -2.8621 3.7878
H28 -6.5689 -1.1871 3.3156
H29 -5.1060 -1.7691 4.0828
H30 -7.1788 -3.7372 0.8426
H31 -6.3094 -3.1006 -0.5358
H32 -7.3386 -2.0494 0.4187
H33 -4.5218 -4.8152 2.2526
H34 -3.1610 -3.7372 2.4785
H35 -3.5863 -4.2762 0.8753
H36 -6.2266 0.1690 1.1384
H37 -5.2724 2.3873 0.6201
H38 -2.7954 2.5813 0.3416
C23 5.2113 -2.0256 4.2247
C24 4.0889 -1.5665 3.3605
C25 2.9498 -2.3410 3.1590
C26 1.9266 -1.8545 2.3653
N4 1.9780 -0.6693 1.7664
C27 3.0718 0.0683 1.9359
C28 4.1387 -0.3296 2.7186
H39 5.0722 -3.0608 4.5218
H40 5.2674 -1.4096 5.1218
H41 6.1590 -1.9212 3.7001
H42 2.8607 -3.3108 3.6241
H43 1.0273 -2.4275 2.1885
H44 3.0802 1.0172 1.4181
H45 5.0054 0.3040 2.8370
F1 0.0088 4.4214 -1.2776
C29 -0.3032 5.1034 -2.4026
C30 0.4066 6.2282 -2.7030
F2 1.3992 6.5982 -1.8903
C31 0.1280 7.0021 -3.8705
C32 -1.0256 6.5911 -4.6098
C33 -1.7406 5.4679 -4.2931
F3 -2.7831 5.1171 -5.0474
C34 -1.3760 4.6259 -3.2053
C35 -1.9850 3.3866 -2.9515
C36 -1.4129 2.4596 -2.0913
N5 -0.9137 1.6457 -1.4424
C37 -3.1572 2.9249 -3.5790
N6 -4.1218 2.5002 -4.0317
F4 -1.3987 7.3158 -5.6606
C38 0.9448 8.0588 -4.2784
C39 0.7436 8.7999 -5.4603
N7 0.6533 9.4345 -6.4117
C40 2.1061 8.4569 -3.5854
N8 3.0669 8.8177 -3.0714

Summary:
energy above the lowest of the compared OMol25 structures with the same formula, charge and spin: 22.34 kcal per mole
net charge: +1
frontier orbital gap: 3.8 eV

no.,HOMO energy (eV)
1,-0.45
2,-9.96